C49H34BiF12N3O2P2S2 as an isolated structure in a non-equilibrium geometry. Source: the Open Molecules 2025 dataset; level of theory: wB97M-V/def2-TZVPD.

Geometry as XYZ:
```
105
Properties=species:S:1:pos:R:3
Bi -14.3220 12.0646 13.4140
C -19.9379 13.9216 10.5213
C -18.4597 13.6179 10.5354
C -17.8673 12.5372 9.8401
C -16.5879 12.1621 10.0804
C -15.7138 12.9875 10.8432
N -14.4189 12.5850 11.0954
C -13.5361 12.5810 10.0615
C -13.8779 13.1396 8.8060
C -13.0169 13.0106 7.7897
C -11.8131 12.3673 7.7970
C -10.7914 12.3857 6.6802
C -11.4346 11.9018 9.0245
C -12.1912 12.0594 10.1650
C -11.6554 11.6555 11.5298
O -12.2597 12.0787 12.6282
C -11.5270 10.1232 11.5962
F -10.8346 9.5248 10.5748
F -12.7205 9.4990 11.5740
F -10.9522 9.7022 12.7097
C -10.1737 12.2316 11.5454
F -9.1865 11.5011 11.0040
F -9.8113 12.4007 12.8222
F -10.0897 13.4488 11.0117
C -16.2324 14.1140 11.4438
C -17.5902 14.3478 11.3737
C -15.3248 14.9397 12.3955
O -14.5496 14.1652 13.2041
C -14.4328 15.9496 11.5428
F -13.4021 15.3867 10.9134
F -15.1735 16.5740 10.5396
F -13.8621 16.9206 12.2344
C -16.1376 15.7979 13.3601
F -17.1299 15.0570 13.7866
F -15.4554 16.1792 14.4385
F -16.6877 16.9392 12.7384
H -20.2115 14.6309 11.2892
H -20.5388 13.0202 10.5361
H -20.3055 14.3805 9.5674
H -18.5205 11.9966 9.1380
H -16.2389 11.2166 9.6447
H -14.8582 13.5917 8.7385
H -13.2999 13.4205 6.8450
H -10.2829 13.3209 6.6815
H -11.2038 12.2333 5.6757
H -10.1379 11.5462 6.7609
H -10.4923 11.3773 9.1187
H -18.0718 15.2208 11.8257
S -16.5401 12.4450 15.5783
C -15.5248 11.1724 16.1579
C -16.2721 9.9937 16.5658
N -16.8036 9.0172 16.8753
C -14.1874 11.1646 16.2968
S -13.1923 12.5513 15.8408
C -13.5878 9.9842 16.8751
N -13.0557 9.0352 17.3374
C -17.8072 8.8611 10.5824
P -16.7394 9.2436 12.1668
C -16.3574 7.5692 12.8492
C -15.7415 7.6624 14.0955
C -15.5409 6.4122 14.7846
C -15.8036 5.2354 14.1323
C -16.3549 5.1666 12.8141
C -16.6815 6.3457 12.2153
C -18.1563 9.6757 13.2535
C -18.8572 8.8063 14.1057
C -19.9299 9.2675 14.8318
C -20.4662 10.5457 14.6094
C -19.7842 11.3575 13.7392
C -18.5842 11.0374 13.0890
P -16.9725 8.4449 8.9795
C -18.2264 7.4514 8.0338
C -19.1611 6.6807 8.6964
C -20.0321 5.8698 7.9517
C -19.9609 5.8264 6.5531
C -18.9466 6.5894 5.8935
C -18.1586 7.4018 6.6361
C -15.7672 7.1281 9.3294
C -15.9733 5.7824 9.1269
C -15.0235 4.8356 9.6089
C -13.9571 5.3259 10.3249
C -13.7598 6.6551 10.5239
C -14.6519 7.6033 10.0123
H -18.2534 9.8253 10.3424
H -18.6195 8.1980 10.8659
H -15.5378 8.6364 14.5029
H -15.2750 6.3733 15.8284
H -15.6742 4.2902 14.6133
H -16.7214 4.2158 12.4515
H -17.1836 6.3314 11.2536
H -18.4766 7.7892 14.2743
H -20.3162 8.4608 15.5033
H -21.4763 10.7554 15.0289
H -20.1523 12.3944 13.5497
H -18.0543 11.7327 12.4126
H -19.2378 6.6800 9.7808
H -20.8914 5.4810 8.4760
H -20.6549 5.2953 5.9327
H -18.9203 6.4685 4.8318
H -17.5104 8.1138 6.1841
H -16.8630 5.3424 8.6713
H -15.1678 3.7847 9.3858
H -13.1864 4.6960 10.7136
H -12.9713 7.0454 11.1928
H -14.4781 8.6970 10.1662
```

- charge = -2
- F_max (eV/Å) = 3.2
- orbital gap (Ha) = 0.21087
- multiplicity = 1

These are the Mulliken partial charges, in e, on atoms 1 to 99:
1 Bi 2.068
2 C -1.693
3 C 0.393
4 C -0.932
5 C -0.058
6 C -0.113
7 N 0.626
8 C 0.642
9 C -0.632
10 C -1.113
11 C -0.058
12 C -1.796
13 C -0.434
14 C -0.628
15 C 1.833
16 O -1.411
17 C 0.038
18 F -0.330
19 F 0.172
20 F -0.292
21 C 0.495
22 F -0.267
23 F -0.282
24 F -0.264
25 C -0.943
26 C -0.429
27 C 2.333
28 O -1.000
29 C 0.254
30 F -0.117
31 F -0.345
32 F -0.323
33 C 0.202
34 F -0.101
35 F -0.291
36 F -0.335
37 H 0.437
38 H 0.382
39 H 0.326
40 H 0.319
41 H 0.588
42 H 0.552
43 H 0.334
44 H 0.281
45 H 0.397
46 H 0.433
47 H 0.338
48 H 0.392
49 S -0.237
50 C 0.377
51 C -0.247
52 N -0.627
53 C 0.509
54 S -0.384
55 C -0.008
56 N -0.657
57 C -1.444
58 P 1.079
59 C 1.024
60 C -0.759
61 C -0.623
62 C -0.850
63 C -0.524
64 C -0.420
65 C 0.815
66 C -0.752
67 C -0.210
68 C -1.039
69 C -0.200
70 C 0.227
71 P 0.072
72 C 0.578
73 C -0.101
74 C -0.784
75 C -0.496
76 C -0.651
77 C -0.359
78 C 0.699
79 C -0.018
80 C -1.060
81 C -0.597
82 C -0.754
83 C -0.657
84 H 0.433
85 H 0.745
86 H 0.129
87 H 0.447
88 H 0.359
89 H 0.415
90 H 0.270
91 H 0.193
92 H 0.275
93 H 0.290
94 H 0.282
95 H -0.329
96 H 0.212
97 H 0.356
98 H 0.389
99 H 0.421

C49H34CaN13O as an isolated structure in a non-equilibrium geometry. Source: the Open Molecules 2025 dataset; level of theory: wB97M-V/def2-TZVPD.

Geometry as XYZ:
```
98
Properties=species:S:1:pos:R:3
Ca -0.1641 0.0299 0.0210
C 3.2133 -4.1598 3.3319
C 2.9567 -3.3537 4.4399
C 1.9435 -2.4115 4.4127
C 1.1958 -2.2918 3.2543
C 0.1462 -1.3755 2.8520
N -0.5001 -0.5693 3.6457
C -1.3503 0.3430 3.1528
C -2.5226 0.8188 3.8076
C -3.2478 0.4026 4.9235
C -4.4652 0.9909 5.1684
C -4.9819 1.9965 4.3340
C -4.2968 2.4234 3.2256
C -3.0671 1.8221 2.9460
C -2.1694 1.9024 1.8678
N -2.3156 2.6604 0.6930
C -2.8138 2.0041 -0.3887
N -2.7816 0.7385 -0.6145
C -2.6416 0.5788 -1.9959
N -2.6649 -0.6389 -2.5496
C -2.0534 -1.6626 -2.0351
N -1.1398 -1.6635 -1.0340
C -0.5840 -2.8896 -0.9280
N 0.2661 -3.3300 -0.0309
C 0.5213 -2.6536 1.0920
N -0.1626 -1.6036 1.5392
C 1.4526 -3.1052 2.1274
C 2.4587 -4.0535 2.1723
C -1.1371 -3.7554 -1.9787
C -0.8803 -5.0517 -2.3748
C -1.6496 -5.5891 -3.3982
C -2.6753 -4.8605 -3.9884
C -2.9239 -3.5478 -3.6127
C -2.1305 -3.0008 -2.6250
C -2.5333 1.8108 -2.6476
C -2.6637 2.1230 -4.0176
C -3.3006 3.2661 -4.3899
C -3.9386 4.0687 -3.3952
C -3.7715 3.8515 -2.0779
C -2.7180 2.8923 -1.6118
N -1.1869 1.0026 1.9633
H 4.0265 -4.8739 3.3806
H 3.5657 -3.4642 5.3289
H 1.7429 -1.7781 5.2641
H -2.8711 -0.3824 5.5627
H -5.0538 0.6645 6.0142
H -5.9500 2.4173 4.5649
H -4.6954 3.1751 2.5570
H 2.6600 -4.6701 1.3098
H -0.0978 -5.6242 -1.9045
H -1.4567 -6.5992 -3.7372
H -3.2840 -5.3215 -4.7562
H -3.7129 -2.9743 -4.0768
H -2.3091 1.4097 -4.7453
H -3.4207 3.5317 -5.4291
H -4.6221 4.8372 -3.7279
H -4.2466 4.4674 -1.3247
C 1.8279 -2.5381 -4.1027
C 2.8191 -2.0026 -3.2932
C 2.5881 -0.8544 -2.5659
C 1.3384 -0.2147 -2.6034
C 0.3808 -0.7233 -3.4898
C 0.6139 -1.8793 -4.2091
N 1.0249 0.8482 -1.7725
C 1.8543 1.9062 -1.7324
C 2.8351 2.1653 -2.7258
C 3.6449 3.2746 -2.6682
C 3.5195 4.2024 -1.6423
C 2.5328 3.9995 -0.6843
C 1.7180 2.8898 -0.7254
H 2.0043 -3.4523 -4.6536
H 3.7834 -2.4911 -3.2224
H 3.3609 -0.4629 -1.9194
H -0.5558 -0.1958 -3.5976
H -0.1604 -2.2699 -4.8583
H 2.9350 1.4756 -3.5541
H 4.3852 3.4288 -3.4451
H 4.1719 5.0649 -1.5967
H 2.4013 4.7303 0.1065
H 0.9384 2.7650 0.0196
C 3.8537 1.1723 4.2307
N 3.2745 0.5790 3.0614
C 3.9841 -0.3635 2.2407
C 2.9718 -0.5681 1.0896
O 3.0904 -1.3836 0.2122
N 1.9605 0.3181 1.2692
C 2.1523 0.9566 2.4064
N 1.3355 1.9227 2.8350
H 4.5896 0.4773 4.6332
H 3.0897 1.3428 4.9895
H 4.3485 2.1224 3.9996
H 4.1879 -1.2957 2.7716
H 4.9205 0.0479 1.8459
H 0.4147 1.8836 2.3802
H 1.3414 2.1588 3.8150
N -1.6582 3.7564 -1.0599
C -1.5293 3.7161 0.2698
H -1.2875 4.5180 -1.6087
```

- charge = -1
- F_max (eV/Å) = 2.0
- orbital gap (Ha) = 0.17617
- multiplicity = 1

Formally, the Mulliken partial charges of the atoms, in units of the elementary charge, are as follows:
1 Ca 3.097
2 C -0.699
3 C -0.773
4 C -0.141
5 C 0.522
6 C -0.020
7 N -0.681
8 C -0.200
9 C 0.175
10 C -0.542
11 C -0.539
12 C -0.645
13 C -0.748
14 C 0.507
15 C -1.298
16 N 1.167
17 C -0.333
18 N -0.627
19 C 1.066
20 N -0.491
21 C -0.816
22 N -0.218
23 C -1.064
24 N -0.588
25 C 0.470
26 N -0.813
27 C -0.130
28 C -0.145
29 C 0.888
30 C -0.132
31 C -0.753
32 C -0.616
33 C -0.052
34 C 0.315
35 C 0.208
36 C -0.930
37 C -0.711
38 C -0.469
39 C -1.214
40 C 1.496
41 N 0.461
42 H 0.379
43 H 0.386
44 H 0.540
45 H 0.488
46 H 0.386
47 H 0.386
48 H 0.495
49 H 0.541
50 H 0.537
51 H 0.403
52 H 0.409
53 H 0.541
54 H 0.452
55 H 0.416
56 H 0.410
57 H 0.410
58 C -0.913
59 C -0.949
60 C 0.127
61 C 0.092
62 C 0.287
63 C -0.290
64 N 0.252
65 C 0.284
66 C -0.806
67 C -0.682
68 C -0.762
69 C -1.176
70 C -0.098
71 H 0.379
72 H 0.367
73 H 0.454
74 H -0.199
75 H 0.471
76 H 0.372
77 H 0.386
78 H 0.371
79 H 0.458
80 H 0.501
81 C -1.147
82 N 0.425
83 C -0.533
84 C -0.468
85 O -0.530
86 N 1.042
87 C -0.893
88 N -0.166
89 H 0.369
90 H 0.382
91 H 0.282
92 H 0.276
93 H 0.404
94 H -0.102
95 H 0.346
96 N 0.376
97 C -1.454
98 H 0.302